(1)
{
  "formula": "C4H5IN2",
  "method": "wB97M-V/def2-TZVPD",
  "elements": ["C", "C", "C", "C", "N", "N", "I", "H", "H", "H", "H", "H"],
  "coordinates": [[-0.294579, -0.389656, 1.331662], [0.365478, 0.498047, 0.423307], [-0.964554, -1.358309, 0.506935], [0.131090, -0.019973, -0.799281], [-0.631379, -1.070255, -0.812245], [2.033452, 2.377859, -2.174580], [2.901431, 1.433542, -3.672965], [-0.291477, -0.564867, 2.328942], [0.808530, 1.504984, 0.652946], [-1.618216, -2.168855, 0.727652], [-1.107120, -1.446717, -1.511596], [2.627854, 2.291138, -1.307041]],
  "forces_ev_per_angstrom": [[-1.66, -2.23, -4.73], [0.57, 1.53, 1.31], [1.64, 2.02, 1.01], [1.31, 2.26, -1.06], [0.38, -0.12, 4.43], [0.05, 0.27, 1.14], [0.26, -0.15, 0.00], [0.18, 0.39, 2.97], [-0.25, -1.52, -0.28], [-0.12, -0.44, 0.23], [-2.02, -1.83, -3.89], [-0.35, -0.18, -1.14]],
  "lowdin_charge": [-0.08, -0.14, -0.09, -0.05, 0.02, -0.58, 0.66, 0.05, 0.10, 0.09, 0.09, -0.07],
  "molar_mass_g_mol": 208.00,
  "homo_lumo_gap_ev": [7.4, 7.4],
  "lumo_energy_ev": [-1.0954, -0.7790]
}

(2)
{
  "formula": "C4H5IN2O2",
  "method": "wB97M-V/def2-TZVPD",
  "elements": ["C", "C", "C", "C", "N", "N", "O", "O", "I", "H", "H", "H", "H", "H"],
  "coordinates": [[0.142855, -1.049812, -1.178090], [1.216623, -0.180287, -0.452009], [-1.615900, 0.227385, -0.107522], [0.776850, 0.778988, 0.590408], [-1.160340, -0.763693, -0.964360], [-0.662463, 0.958887, 0.524342], [-2.801576, 0.423417, 0.031506], [1.173321, 0.399239, 1.885856], [3.230010, -0.659093, -0.623518], [0.450066, -1.795164, -1.883112], [1.260322, 1.759769, 0.453388], [-1.875346, -1.228837, -1.509640], [-1.030588, 1.641095, 1.172379], [0.896166, -0.511894, 2.060372]],
  "forces_ev_per_angstrom": [[5.24, 4.59, 3.63], [-4.48, -4.32, -3.40], [-0.03, 0.16, 0.10], [0.10, 0.19, -0.10], [-0.18, -0.53, -0.47], [0.27, 0.15, 0.00], [-0.39, 0.02, 0.01], [0.08, -0.03, 0.44], [-0.33, 0.11, -0.05], [-0.10, -0.25, -0.17], [-0.14, -0.26, 0.06], [0.04, 0.16, 0.24], [-0.11, -0.10, -0.12], [0.02, 0.12, -0.17]],
  "lowdin_charge": [-0.07, -0.67, -0.55, -0.50, 0.08, 0.15, 0.07, -0.04, 0.86, 0.09, 0.15, 0.16, 0.16, 0.10],
  "molar_mass_g_mol": 240.00,
  "smiles": "O=C1NC=C(I)[C@H](O)N1",
  "homo_lumo_gap_ev": 8.5,
  "lumo_energy_ev": 0.3778
}

(3)
{
  "formula": "C4H5IO",
  "method": "wB97M-V/def2-TZVPD",
  "elements": ["C", "C", "C", "C", "O", "I", "H", "H", "H", "H", "H"],
  "coordinates": [[-0.647133, 1.703823, -0.011478], [0.741510, -2.093857, -0.085030], [0.330294, -0.757974, 0.068351], [-0.914910, 0.406460, 0.015414], [0.548529, 2.315473, -0.040620], [-2.883239, -0.321717, 0.008298], [-1.456377, 2.424740, -0.014324], [1.769166, -2.328358, 0.106395], [0.063397, -2.876613, -0.374740], [1.272652, 1.674410, -0.060829], [1.176108, -0.146383, 0.388562]],
  "forces_ev_per_angstrom": [[-0.33, 0.16, 0.00], [-2.77, 3.82, 0.10], [0.20, 0.51, 0.09], [1.95, -4.41, -0.19], [0.45, 0.02, 0.01], [0.39, 0.23, -0.01], [0.03, -0.04, 0.01], [0.27, 0.01, 0.07], [-0.13, -0.20, -0.07], [-0.18, 0.08, -0.05], [0.12, -0.16, 0.03]],
  "lowdin_charge": [-0.32, 0.01, -0.13, -0.70, 0.03, 0.80, 0.11, 0.04, 0.04, 0.09, 0.04],
  "molar_mass_g_mol": 195.99,
  "smiles": "C=C/C(I)=C\\O",
  "homo_lumo_gap_ev": 9.2,
  "lumo_energy_ev": 0.5034
}

(4)
{
  "formula": "C4H5IS",
  "method": "wB97M-V/def2-TZVPD",
  "elements": ["C", "C", "C", "C", "S", "I", "H", "H", "H", "H", "H"],
  "coordinates": [[1.144823, 0.270438, -0.964059], [0.549936, -0.060125, 0.124201], [-1.034005, 0.326706, 0.300694], [-2.223098, 1.114307, 1.016741], [-1.721947, 1.623189, -0.636895], [-4.052787, 0.023373, 1.044812], [2.064312, -0.175206, -1.058244], [0.879087, 1.071257, -1.669642], [0.714449, -0.956192, 0.880638], [-1.359358, -0.709911, -0.024083], [-1.884421, 1.823034, 1.841937]],
  "forces_ev_per_angstrom": [[0.40, 1.59, -0.99], [-4.67, -1.12, 4.55], [0.59, -2.47, -0.86], [2.95, 0.00, -0.04], [-0.54, 0.85, -0.32], [0.38, 0.39, 0.52], [2.21, -0.97, -0.92], [-0.21, -0.49, 0.53], [0.55, 2.09, -1.87], [-0.54, 1.27, 0.41], [-1.13, -1.14, -1.02]],
  "lowdin_charge": [-0.05, -0.18, -0.68, -1.01, 0.75, 0.77, 0.03, 0.07, 0.14, 0.07, 0.07],
  "molar_mass_g_mol": 212.06,
  "homo_lumo_gap_ev": 9.0,
  "lumo_energy_ev": 0.1638
}

Copy entry 1 word for word.
{
  "formula": "C4H5IN2",
  "method": "wB97M-V/def2-TZVPD",
  "elements": ["C", "C", "C", "C", "N", "N", "I", "H", "H", "H", "H", "H"],
  "coordinates": [[-0.294579, -0.389656, 1.331662], [0.365478, 0.498047, 0.423307], [-0.964554, -1.358309, 0.506935], [0.131090, -0.019973, -0.799281], [-0.631379, -1.070255, -0.812245], [2.033452, 2.377859, -2.174580], [2.901431, 1.433542, -3.672965], [-0.291477, -0.564867, 2.328942], [0.808530, 1.504984, 0.652946], [-1.618216, -2.168855, 0.727652], [-1.107120, -1.446717, -1.511596], [2.627854, 2.291138, -1.307041]],
  "forces_ev_per_angstrom": [[-1.66, -2.23, -4.73], [0.57, 1.53, 1.31], [1.64, 2.02, 1.01], [1.31, 2.26, -1.06], [0.38, -0.12, 4.43], [0.05, 0.27, 1.14], [0.26, -0.15, 0.00], [0.18, 0.39, 2.97], [-0.25, -1.52, -0.28], [-0.12, -0.44, 0.23], [-2.02, -1.83, -3.89], [-0.35, -0.18, -1.14]],
  "lowdin_charge": [-0.08, -0.14, -0.09, -0.05, 0.02, -0.58, 0.66, 0.05, 0.10, 0.09, 0.09, -0.07],
  "molar_mass_g_mol": 208.00,
  "homo_lumo_gap_ev": [7.4, 7.4],
  "lumo_energy_ev": [-1.0954, -0.7790]
}

> Which formula does entry 2 have?

C4H5IN2O2